a.
This record from OMol25 describes the molecule C4H8N2. The level of theory is ωB97M-V/def2-TZVPD.

Positions of all 14 atoms, in Å:
C (-0.41, -1.39, -1.51)
C (1.10, 0.33, -0.39)
C (0.89, 0.85, 1.13)
C (-1.04, 0.07, 0.39)
H (-0.10, -1.00, -2.51)
H (0.11, -2.40, -1.13)
H (-1.45, -1.55, -1.63)
H (1.13, 1.16, -1.19)
H (2.10, -0.31, -0.49)
H (1.45, 0.27, 1.92)
H (1.10, 2.05, 1.35)
H (-2.15, -0.14, 0.23)
N (-0.12, -0.44, -0.52)
N (-0.66, 0.84, 1.33)

Summary:
**Highest occupied orbital energy**: -0.3039 Eh
**Orbital gap**: 9.1628 eV
**SMILES string**: CN1C=NCC1
**Spin multiplicity**: 1

---

b.
This record from OMol25 describes a cluster of 2 separate species, C4H8N2 in total. The level of theory is ωB97M-V/def2-TZVPD.

Positions of all 14 atoms, in Å:
C (-0.54, 1.07, 0.26)
C (0.80, 0.48, 0.11)
C (-1.79, 0.41, -0.25)
C (1.63, -1.39, -0.23)
N (1.58, 1.65, 0.15)
N (0.45, 1.53, -0.77)
H (-0.69, 1.74, 1.11)
H (-2.26, -0.16, 0.55)
H (-1.55, -0.26, -1.07)
H (-2.48, 1.17, -0.60)
H (2.53, -1.11, -0.74)
H (0.89, -1.87, -0.83)
H (1.75, -1.76, 0.77)
H (1.37, 2.26, 0.96)

Summary:
**Highest occupied orbital energy**: -0.3447 Eh
**Orbital gap**: 10.3803 eV
**Spin multiplicity**: 1

---

c.
This record from OMol25 describes the molecule C4H8N2. The level of theory is ωB97M-V/def2-TZVPD.

Positions of all 14 atoms, in Å:
C (1.64, -1.17, -0.03)
C (1.11, 0.29, 0.09)
C (1.94, 1.41, -0.08)
C (-0.23, 0.55, 0.11)
H (1.50, -1.72, 0.94)
H (2.76, -1.20, -0.38)
H (0.99, -1.75, -0.82)
H (-1.02, -1.30, 0.06)
H (1.19, 2.29, -0.03)
H (-0.56, 1.57, 0.20)
H (-2.85, 0.43, 0.78)
H (-2.64, 0.88, -0.79)
N (-1.25, -0.33, 0.04)
N (-2.58, 0.06, -0.10)

Summary:
**Highest occupied orbital energy**: -0.2820 Eh
**Orbital gap**: 7.8975 eV
**Spin multiplicity**: 1

---

d.
This record from OMol25 describes the molecule C4H8N2. The level of theory is ωB97M-V/def2-TZVPD.

Positions of all 14 atoms, in Å:
C (1.53, 0.25, -0.83)
N (1.63, 0.14, 0.64)
C (0.52, -0.56, -0.12)
C (-0.66, 0.25, 0.35)
C (-1.94, 0.16, -0.38)
N (-1.75, -0.61, 0.85)
H (2.36, -0.21, -1.36)
H (1.22, 1.23, -1.18)
H (2.43, -0.31, 1.08)
H (0.61, -1.65, -0.15)
H (0.92, 0.84, 1.10)
H (-2.09, -0.44, -1.28)
H (-2.58, 1.04, -0.35)
H (-2.20, -0.14, 1.63)

Summary:
**Highest occupied orbital energy**: -0.2541 Eh
**Orbital gap**: 7.6544 eV
**Spin multiplicity**: 1

---

The structure shown above that is most stable: a.